(1)
Computed, not measured: the ion C6H14N3S with charge +1, with ωB97M-V/def2-TZVPD.

As for the structure (SMILES): SCCCNC1=[NH+]CCN1. For the HOMO energy, the calculation gives -12.47 eV. The calculation puts the HOMO-LUMO gap at 9.289 eV.

```
! wB97M-V def2-TZVPD RIJCOSX def2/J DEFGRID3
* xyz 1 1
S 2.802 -1.883 0.683
C 2.861 -0.509 -0.505
C 1.490 0.141 -0.699
C 1.183 1.225 0.343
N -0.021 0.903 1.136
C -1.213 0.734 0.637
N -1.629 1.081 -0.599
C -2.311 -0.130 -1.142
C -2.585 -0.948 0.145
N -2.225 0.020 1.240
H 2.674 -1.186 1.818
H 3.611 0.208 -0.190
H 3.156 -0.992 -1.430
H 0.766 -0.669 -0.636
H 1.406 0.551 -1.706
H 1.998 1.298 1.053
H 1.050 2.196 -0.124
H 0.112 0.728 2.117
H -0.884 1.433 -1.184
H -3.213 0.091 -1.694
H -1.601 -0.667 -1.760
H -1.956 -1.834 0.183
H -3.606 -1.279 0.285
H -1.865 -0.509 2.025
*
```


(2)
Computed, not measured: an isolated molecule of C6H14N4, with ωB97M-V/def2-TZVPD.

As for the structure (SMILES): NCCNC1=NCCCN1. For the HOMO energy, the calculation gives -8.45 eV. The calculation puts the HOMO-LUMO gap at 9.218 eV.

```
! wB97M-V def2-TZVPD RIJCOSX def2/J DEFGRID3
* xyz 0 1
C 2.450 -0.779 -0.773
C 2.001 0.666 -1.052
C -0.246 0.562 -0.050
C -1.927 -0.792 -0.784
C -2.489 -0.820 0.670
C -2.391 0.605 1.166
H 2.010 -1.336 1.166
H 3.174 -0.249 1.183
H 3.324 -1.008 -1.390
H 1.721 -1.472 -1.196
H 2.835 1.400 -1.121
H 1.598 0.719 -2.083
H 1.068 2.075 -0.023
H -2.013 -1.826 -1.196
H -2.624 -0.154 -1.360
H -1.940 -1.539 1.248
H -3.550 -1.158 0.685
H -2.695 0.766 2.206
H -3.037 1.236 0.513
H -0.542 1.630 1.634
N 2.869 -1.101 0.607
N 1.053 1.039 -0.016
N -0.619 -0.267 -0.966
N -0.977 0.938 1.041
*
```


(3)
Computed, not measured: a cluster of 2 separate species, C6H14N5 in total, with ωB97M-V/def2-TZVPD.

For the HOMO energy (spin up / spin down), the calculation gives -12.33 / -12.08 eV. The calculation puts the HOMO-LUMO gap (spin up / spin down) at 7.304 / 8.136 eV.

```
! wB97M-V def2-TZVPD RIJCOSX def2/J DEFGRID3
* xyz 1 1
C 0.177 0.430 -0.394
C -2.198 0.963 1.208
C 1.259 -1.477 0.134
C 2.254 -0.543 -0.563
C -1.012 -1.629 -0.763
C 2.120 1.937 -1.074
N -0.634 1.376 -0.724
N -0.013 -0.849 0.035
N 1.520 0.740 -0.464
N -3.423 1.251 0.961
N -1.518 0.632 2.223
H 1.141 -2.425 -0.388
H 1.598 -1.586 1.271
H 3.274 -0.756 -0.202
H 2.327 -0.781 -1.584
H -1.322 -2.583 -0.195
H -1.852 -1.012 -0.742
H -0.591 -1.651 -1.875
H 2.847 1.583 -1.879
H 1.264 2.423 -1.459
H 2.682 2.459 -0.187
H -3.830 1.325 0.111
H -3.977 1.578 1.750
H -0.472 0.472 2.088
H -1.934 0.293 3.053
*
```


(4)
Computed, not measured: a cluster of 2 separate species, C6H14N5 in total, with ωB97M-V/def2-TZVPD.

For the HOMO energy (spin up / spin down), the calculation gives -17.45 / -17.44 eV. The calculation puts the HOMO-LUMO gap (spin up / spin down) at 10.278 / 6.068 eV.

```
! wB97M-V def2-TZVPD RIJCOSX def2/J DEFGRID3
* xyz 2 2
C 0.061 0.456 3.194
C 1.692 1.702 1.455
C 0.871 0.644 1.954
C 1.837 -0.121 0.245
N 2.326 1.157 0.398
N 0.906 -0.469 1.072
H 1.808 2.583 2.110
H 3.112 1.542 -0.107
H -0.923 0.160 2.804
H 0.007 1.322 3.879
H 2.248 -0.673 -0.617
H 0.426 -0.379 3.854
C -1.650 1.206 -2.187
C -1.165 -1.046 -1.368
N -1.574 0.203 -1.085
N -1.444 -1.698 -2.531
N -0.939 -1.844 -0.295
H -1.516 0.676 -0.192
H -2.198 -1.266 -3.056
H -0.671 -2.014 -3.101
H -0.471 -1.534 0.631
H -0.988 -2.822 -0.543
H -2.703 1.485 -2.172
H -1.391 0.726 -3.133
H -1.202 2.181 -2.035
*
```


(5)
Computed, not measured: a cluster of 2 separate species, C6H14N6OS in total, with ωB97M-V/def2-TZVPD.

For the HOMO energy, the calculation gives -15.83 eV. The calculation puts the HOMO-LUMO gap at 8.715 eV.

```
! wB97M-V def2-TZVPD RIJCOSX def2/J DEFGRID3
* xyz 2 1
C 1.224 -1.101 0.013
C 0.000 1.764 0.405
C -0.236 -1.502 2.126
C 2.910 -0.678 -1.630
C 0.249 -2.222 3.265
C -3.528 1.077 -1.264
N 1.717 -0.807 -1.113
N -0.114 0.977 -0.566
N 3.798 0.122 -1.141
N 0.797 -1.292 1.111
N -1.175 0.089 -0.598
N -2.113 0.372 -1.672
O -1.252 -0.925 1.874
S 1.297 2.954 0.264
H -0.345 1.604 1.415
H 3.150 -1.203 -2.574
H 0.707 -3.280 2.909
H -0.589 -2.446 4.015
H 1.153 -1.661 3.729
H -3.451 2.259 -1.407
H -4.257 0.757 -2.041
H -3.736 0.846 -0.212
H 3.624 0.395 -0.205
H 4.685 0.382 -1.560
H 1.152 3.151 -0.967
H -1.599 -0.076 0.249
H -1.701 0.978 -2.280
H -2.367 -0.534 -2.145
*
```


Computed relative energy (zero: lowest compared OMol25 entry of this formula, charge and spin) (kcal per mole) in order:
9.62; 10.85; 149.63; 27.95; 57.38
Computed E (Eh) in order:
-799.23170; -456.02168; -510.37967; -510.14443; -1038.22869